Density functional theory data (the ωB97M-V functional and the def2-TZVPD basis) for a 3-piece molecular cluster, C5H10N2O overall in a non-equilibrium geometry.

Values from the calculation:
HOMO level (spin up / spin down) = -0.2605 / -0.2468 Ha
energy relative to the best compared isomer or geometry (same formula, charge and spin) = 191.1 kcal per mole
Kohn-Sham gap (spin up / spin down) = 0.2854 / 0.2707 hartree
E_tot = -380.98086 Eh
maximum force = 0.0908 hartree/bohr
net charge = 0
spin multiplicity = 1

Each line ends with the Löwdin charge.
Element x y z (Å)
H (0.515, -2.352, 0.624)  0.068
H (0.251, 1.389, 1.403)  0.095
H (-0.469, -0.191, -2.816)  0.073
H (-0.216, 1.473, -3.399)  0.078
C (-0.308, 0.576, 0.949)  -0.030
H (-1.804, -1.741, 3.207)  0.068
H (0.715, -0.942, 2.806)  0.046
C (0.748, -1.558, -0.079)  0.039
N (-0.236, -0.568, 2.704)  -0.090
C (0.396, 1.134, -1.377)  -0.279
C (-0.501, 0.863, -2.537)  -0.081
H (-1.352, 0.793, 0.748)  0.105
C (0.339, -0.359, 0.212)  -0.218
H (1.188, -1.800, -1.036)  0.067
H (1.854, 2.061, -0.528)  0.054
O (-0.933, -1.817, 2.800)  -0.182
N (1.348, 1.937, -1.406)  0.110
H (-1.534, 1.103, -2.276)  0.075



Density functional theory data (the ωB97M-V functional and the def2-TZVPD basis) for a 2-piece molecular cluster, C6H12FNO4P overall in a non-equilibrium geometry.

Values from the calculation:
HOMO level = -0.1235 Ha
Kohn-Sham gap = 0.2158 hartree
E_tot = -1032.57674 Eh
maximum force = 0.1864 hartree/bohr
net charge = -1
spin multiplicity = 1

Each line ends with the Löwdin charge.
Element x y z (Å)
O (-2.158, -0.227, 0.115)  0.097
C (-2.044, 0.420, 3.501)  -0.175
H (1.086, -1.764, -3.040)  -0.084
C (0.984, 1.693, -0.595)  -0.204
F (2.151, 1.456, 0.335)  -0.068
O (-2.688, 0.467, 2.229)  0.031
O (0.505, 2.948, -0.720)  -0.011
H (2.895, -1.718, -4.073)  -0.118
C (-0.698, -0.756, 1.971)  -0.079
C (-1.910, -0.174, 1.309)  -0.444
C (0.729, 0.567, -2.838)  -0.457
H (-0.250, -0.663, 4.110)  0.120
H (1.278, -0.700, -4.850)  -0.076
H (-1.633, -1.676, 3.663)  0.120
N (0.486, 0.479, -1.348)  0.025
P (1.962, -0.729, -3.580)  0.173
H (2.813, 0.382, -3.929)  -0.086
O (0.120, 1.459, -3.658)  -0.122
C (-1.097, -0.749, 3.425)  -0.171
H (-0.495, 0.221, -1.106)  0.092
H (2.618, -0.722, -2.266)  -0.084
H (-2.791, 0.289, 4.289)  0.124
H (-0.501, -1.769, 1.613)  0.138
H (-1.521, 1.369, 3.663)  0.130
H (0.160, -0.104, 1.781)  0.129



Density functional theory data (the ωB97M-V functional and the def2-TZVPD basis) for a 8-piece molecular cluster, C35H36Br4F5NO2 overall in a non-equilibrium geometry.

Values from the calculation:
structure (SMILES) = C[N+](=O)[O-].Fc1ccccc1.Fc1ccccc1.Fc1ccccc1.Fc1ccccc1.Fc1ccccc1.BrCCBr.BrCCBr
HOMO level = -0.3293 Ha
Kohn-Sham gap = 0.3325 hartree
E_tot = -12355.70071 Eh
maximum force = 0.0724 hartree/bohr
net charge = 0
spin multiplicity = 1

Each line ends with the Löwdin charge.
Element x y z (Å)
C (6.276, -1.349, -7.787)  -0.069
H (2.829, 9.420, 2.837)  0.112
F (-4.758, -1.296, 7.750)  0.054
C (-6.288, 2.337, 1.218)  0.041
C (-1.364, -1.131, 6.376)  -0.075
H (-10.297, -2.416, -4.071)  0.106
H (5.441, -1.144, 3.880)  0.122
C (6.459, -0.856, 5.681)  -0.097
H (-0.514, -5.779, -7.444)  0.054
C (4.802, 0.624, 4.895)  -0.275
Br (-1.238, -1.004, -1.347)  0.551
C (1.503, -4.564, -7.540)  -0.642
H (6.483, -0.940, -3.974)  0.112
H (6.256, -1.570, -8.844)  0.100
C (0.247, 0.367, -1.127)  -0.646
H (2.089, -4.133, -8.352)  0.057
O (-4.051, 2.065, 1.820)  0.049
H (-6.755, 3.079, 1.867)  0.094
C (5.610, -0.451, 4.690)  -0.027
H (-4.668, -3.180, 6.033)  0.102
H (-0.863, 7.370, 2.224)  0.089
C (-7.326, -3.472, -1.849)  -0.048
C (-8.378, -2.742, -1.324)  -0.069
H (-5.829, 2.999, 0.483)  0.086
C (-3.754, -2.604, 6.050)  -0.006
O (-5.569, 1.015, 3.021)  0.057
H (2.170, -5.145, -6.902)  0.046
C (5.767, -0.147, -7.253)  -0.113
C (2.980, 7.381, 2.421)  -0.303
C (-9.402, -2.355, -2.192)  -0.104
C (2.359, 6.142, 2.219)  -0.010
C (2.234, 8.563, 2.558)  -0.036
H (4.181, 2.086, 6.277)  0.119
C (-1.483, -2.130, 5.371)  -0.089
C (-8.376, -3.484, -4.002)  -0.007
H (-0.873, 2.078, -1.800)  0.058
H (-2.651, -3.758, 4.528)  0.096
F (-6.220, -4.642, -3.537)  0.017
C (0.957, 6.114, 2.110)  -0.066
H (-6.987, 1.642, 0.752)  0.094
Br (0.886, -6.775, -9.300)  0.581
C (0.863, 8.559, 2.474)  -0.092
H (0.419, 9.507, 2.742)  0.103
C (-9.473, -2.811, -3.495)  -0.091
H (-8.313, -3.771, -5.041)  0.110
C (6.832, -2.087, -5.597)  -0.317
C (5.849, 0.098, -5.938)  -0.098
C (6.343, -0.888, -5.043)  0.012
H (2.987, 5.276, 2.067)  0.111
H (-6.500, -3.773, -1.223)  0.121
H (-0.776, -2.256, 4.565)  0.089
H (-0.256, -4.679, -8.726)  0.037
C (-3.646, -1.598, 7.053)  -0.270
H (-8.392, -2.503, -0.270)  0.104
F (7.463, -2.890, -4.763)  0.077
C (-2.440, -0.918, 7.218)  -0.043
H (5.996, 1.587, 7.883)  0.106
C (0.012, 1.496, -2.057)  -0.656
C (4.833, 1.246, 6.093)  -0.023
H (-2.445, -0.076, 7.894)  0.111
H (7.177, -1.652, 5.548)  0.108
H (0.436, 5.186, 1.925)  0.096
C (0.278, -5.367, -8.070)  -0.699
H (7.210, -3.271, -7.283)  0.115
F (3.879, 0.968, 3.931)  0.038
H (-0.553, -0.433, 6.526)  0.101
H (1.173, -0.135, -1.409)  0.048
N (-5.197, 1.699, 2.073)  -0.422
H (5.363, 0.957, -5.500)  0.104
C (6.771, -2.341, -6.953)  -0.025
C (6.605, -0.165, 6.854)  -0.102
C (-2.637, -2.937, 5.230)  -0.069
C (5.821, 0.944, 7.033)  -0.076
Br (0.756, -3.166, -6.328)  0.565
C (0.216, 7.324, 2.251)  -0.083
H (7.379, -0.368, 7.580)  0.106
F (4.291, 7.391, 2.537)  0.080
H (5.249, 0.588, -7.852)  0.103
Br (1.607, 2.753, -2.158)  0.532
H (0.498, 0.647, -0.104)  0.068
C (-7.331, -3.896, -3.128)  -0.234
H (-10.167, -1.674, -1.849)  0.098
H (-0.065, 1.211, -3.106)  0.043



Density functional theory data (the ωB97M-V functional and the def2-TZVPD basis) for C62H50CaP3SiTe as an isolated structure in a non-equilibrium geometry.

Values from the calculation:
HOMO level = -0.3367 Ha
Kohn-Sham gap = 0.2538 hartree
E_tot = -4651.65559 Eh
maximum force = 0.0234 hartree/bohr
net charge = +1
spin multiplicity = 1

Each line ends with the Löwdin charge.
Element x y z (Å)
H (1.606, -6.479, 1.967)  0.108
C (-2.551, -3.972, 0.774)  -0.393
C (1.467, -3.031, 0.116)  -0.294
H (2.858, -1.591, -6.232)  0.108
H (-1.654, -0.004, 5.759)  0.111
C (0.987, 2.871, -4.584)  -0.089
H (-2.685, -3.996, -1.372)  0.104
C (-7.233, 2.913, -2.586)  -0.070
H (3.257, -3.519, -4.707)  0.108
C (0.328, -3.580, 0.741)  -0.386
C (0.390, -4.812, 1.395)  -0.082
H (1.508, 1.957, -0.993)  0.101
H (2.539, -3.360, -2.369)  0.091
H (-5.182, 1.515, 1.556)  0.060
P (-0.262, 0.645, -3.349)  1.116
H (-2.661, -4.192, 2.914)  0.109
C (3.453, 1.121, 4.712)  -0.082
P (-1.272, -2.681, 0.694)  0.987
Ca (-0.436, 0.236, 0.542)  0.859
H (1.306, 2.858, 3.534)  0.111
H (3.648, -5.547, 0.895)  0.109
C (-2.723, -0.779, 4.062)  -0.067
H (-1.363, 2.766, -7.642)  0.106
C (-0.847, 1.864, -5.764)  -0.105
C (1.574, -5.526, 1.455)  -0.070
H (4.319, -0.937, 7.263)  0.108
C (4.936, -0.049, 1.480)  -0.093
C (3.285, -0.707, -0.198)  -0.295
C (-5.476, 1.497, -1.735)  -0.284
C (-4.646, 1.724, 0.633)  -0.415
C (-4.470, -5.993, 0.691)  -0.071
C (-2.083, 3.387, -1.010)  -0.075
C (-1.384, -1.895, 2.371)  -0.441
C (2.975, -1.163, 4.166)  -0.129
H (0.837, 3.606, 0.682)  0.067
C (3.608, -0.183, 1.068)  -0.399
C (3.462, -1.570, 5.396)  -0.067
H (2.643, -1.915, 3.457)  0.099
C (0.106, 3.263, -0.035)  -0.091
C (-0.250, -1.638, 3.141)  -0.130
H (-6.564, 3.647, 0.648)  0.118
C (3.936, 0.715, 5.952)  -0.068
C (1.967, 3.243, 2.763)  -0.150
C (2.730, -2.638, -4.362)  -0.074
C (2.713, -5.003, 0.856)  -0.065
H (0.400, 4.491, -7.498)  0.107
C (-3.047, -4.429, -0.447)  -0.098
C (-3.989, -5.537, 1.912)  -0.067
H (-5.216, -6.777, 0.662)  0.108
H (4.325, 1.454, 6.641)  0.109
H (7.002, -0.264, 0.959)  0.108
C (-1.712, 2.430, -1.939)  -0.142
H (4.220, 4.643, -0.023)  0.111
Te (-3.686, -0.051, -0.037)  1.350
C (-0.347, -0.954, 4.352)  -0.066
C (-0.004, 1.893, -4.659)  -0.423
H (-0.498, -5.228, 1.857)  0.098
H (-1.617, 1.104, -5.830)  0.100
H (-3.533, -1.684, 2.308)  0.048
C (2.497, -1.574, -5.212)  -0.072
H (-4.370, -5.790, -1.443)  0.108
C (-1.181, 3.788, -0.030)  -0.056
C (-2.629, -1.451, 2.855)  -0.186
H (1.656, 2.902, -3.729)  0.110
H (-3.080, 3.812, -1.045)  0.116
H (-2.418, 2.127, -2.699)  0.084
C (3.588, 4.252, 0.764)  -0.062
H (-8.041, 4.341, -1.198)  0.108
C (1.756, -0.486, -4.767)  -0.105
H (-3.891, 2.483, 0.830)  0.035
C (3.937, -0.625, 6.300)  -0.074
C (-7.321, 3.548, -1.352)  -0.071
H (6.486, -1.027, -1.354)  0.109
H (0.544, -0.772, 4.938)  0.097
H (-3.694, -0.468, 4.427)  0.112
C (2.305, -2.544, -3.042)  -0.119
H (1.908, 4.556, -5.536)  0.106
P (2.319, 0.562, 2.129)  1.057
C (-3.032, -4.533, 1.955)  -0.103
C (-3.996, -5.441, -0.490)  -0.072
C (-4.478, 0.382, -1.958)  -0.411
C (3.457, 2.875, 0.920)  -0.083
H (0.712, -1.995, 2.796)  0.071
H (-4.356, -5.968, 2.835)  0.109
C (2.116, 4.614, 2.627)  -0.085
C (0.286, 3.765, -6.704)  -0.075
H (-3.679, 0.658, -2.636)  0.023
C (-0.428, 1.865, -1.953)  -0.423
C (0.484, 2.327, -1.000)  -0.180
H (-7.885, 3.210, -3.397)  0.108
H (3.995, 2.208, 0.255)  0.108
H (3.480, -2.623, 5.648)  0.111
H (-4.945, -0.526, -2.332)  0.061
C (1.614, -1.436, -2.543)  -0.318
H (-1.463, 4.528, 0.708)  0.116
H (3.495, 2.169, 4.455)  0.094
C (-5.563, 2.132, -0.499)  -0.296
H (3.044, 6.193, 1.502)  0.109
H (5.162, 0.340, 2.467)  0.111
C (1.134, 3.801, -5.600)  -0.070
H (1.530, 0.297, -5.478)  0.092
C (2.952, 0.190, 3.809)  -0.379
C (-6.491, 3.157, -0.316)  -0.039
C (4.366, -0.970, -1.055)  -0.092
C (1.262, -0.414, -3.460)  -0.363
H (-6.256, 1.393, -3.735)  0.119
C (2.653, -3.777, 0.210)  -0.100
C (5.977, -0.372, 0.628)  -0.067
C (-6.318, 1.893, -2.775)  -0.034
C (-1.579, -0.522, 4.812)  -0.064
C (2.928, 5.123, 1.619)  -0.075
H (1.595, 5.284, 3.299)  0.110
C (-0.703, 2.798, -6.785)  -0.076
H (4.177, -1.327, -2.059)  0.090
C (2.648, 2.354, 1.924)  -0.391
Si (1.485, -1.259, -0.654)  0.595
H (3.566, -3.382, -0.224)  0.096
C (5.686, -0.804, -0.659)  -0.063



Density functional theory data (the ωB97M-V functional and the def2-TZVPD basis) for C20H18N3O3PS3V as an isolated structure.

Values from the calculation:
HOMO level (spin up / spin down) = -0.6548 / -0.6548 Ha
Kohn-Sham gap (spin up / spin down) = 0.2138 / 0.2139 hartree
E_tot = -3641.85572 Eh
maximum force = 0.0105 hartree/bohr
net charge = +3
spin multiplicity = 1

Each line ends with the Löwdin charge.
Element x y z (Å)
C (-1.233, -0.303, 4.270)  0.010
H (3.471, 1.706, -2.731)  0.128
C (-0.856, 2.641, -0.924)  -0.069
H (-3.785, 3.768, -2.183)  0.133
H (-1.102, 1.108, 5.878)  0.141
N (0.324, -2.789, -3.848)  0.183
C (-0.299, 1.900, 4.054)  0.012
P (-0.085, 0.362, 0.324)  1.138
H (-0.523, -5.219, -3.993)  0.161
C (-3.076, 3.088, -1.729)  -0.003
H (-2.931, -0.045, -0.478)  0.084
H (1.133, 1.195, -2.144)  0.114
C (-0.960, -0.517, 2.933)  -0.268
H (5.229, 1.625, -0.998)  0.132
H (0.422, 2.462, 2.115)  0.130
O (-2.261, -2.808, 3.109)  -0.123
C (-0.605, -3.374, -3.125)  -0.723
H (-1.464, 4.508, -1.764)  0.131
N (-0.935, -4.632, -3.276)  0.190
C (-1.265, 1.344, -0.570)  -0.339
H (-4.502, 1.492, -1.541)  0.130
H (-0.040, 2.858, 4.487)  0.138
H (0.806, -3.279, -4.593)  0.157
H (0.472, -1.796, -3.779)  0.126
C (3.893, 1.030, 0.570)  -0.031
C (-3.481, 1.806, -1.371)  -0.023
N (1.291, -2.404, -0.434)  -0.100
C (-1.771, 3.506, -1.499)  -0.021
H (0.154, 2.981, -0.743)  0.112
V (-0.377, -2.040, -0.099)  0.670
C (1.585, 0.803, -0.063)  -0.380
C (3.218, 1.424, -1.718)  -0.028
C (-2.587, 0.932, -0.783)  -0.079
C (-0.031, 1.672, 2.703)  -0.041
H (-1.712, -1.074, 4.861)  0.141
H (4.665, 1.006, 1.327)  0.129
C (4.208, 1.379, -0.739)  -0.009
C (-0.892, 0.924, 4.833)  0.017
O (-2.006, -1.664, 0.870)  -0.444
C (2.453, -2.807, -0.185)  -0.742
H (-1.669, -5.044, -2.717)  0.139
O (-0.184, -2.716, 1.696)  -0.337
S (3.844, -3.304, 0.122)  1.110
C (-0.350, 0.453, 2.120)  -0.288
S (-1.450, -2.048, 2.258)  0.691
S (-1.573, -2.435, -1.967)  0.837
C (2.585, 0.730, 0.914)  -0.069
C (1.907, 1.132, -1.388)  -0.087
H (2.347, 0.464, 1.936)  0.117



Density functional theory data (the ωB97M-V functional and the def2-TZVPD basis) for a 2-piece molecular cluster, C3H9O3 overall in a non-equilibrium geometry.

Values from the calculation:
HOMO level = -0.1290 Ha
energy relative to the best compared isomer or geometry (same formula, charge and spin) = 19.3 kcal per mole
Kohn-Sham gap = 0.2833 hartree
E_tot = -345.40277 Eh
maximum force = 0.0352 hartree/bohr
net charge = -1
spin multiplicity = 1

Each line ends with the Löwdin charge.
Element x y z (Å)
H (2.133, -1.081, 0.308)  0.091
O (0.596, -0.805, -1.065)  -0.319
C (-0.695, -0.076, 1.228)  -0.277
H (-0.864, -0.648, 2.146)  0.102
H (-1.205, 0.362, -2.574)  -0.025
C (0.723, 0.501, 1.015)  -0.174
H (-0.408, -0.877, -2.094)  -0.012
H (0.744, 1.569, 0.744)  0.092
O (-1.311, -0.589, -2.572)  -0.200
H (-1.802, 1.006, 0.078)  0.064
H (-0.806, -0.813, 0.434)  0.088
C (1.432, -0.290, -0.157)  -0.467
H (1.173, 0.427, 2.023)  0.082
O (-1.807, 0.820, 1.023)  -0.112
H (2.099, 0.494, -0.539)  0.067



Q: Look up the spin multiplicity of the third one.
A: 1



Q: Number 5 is which compound?
A: C20H18N3O3PS3V